(1)
Density functional theory data (ωB97M-V with the def2-TZVPD basis set) for a molecular structure, C11H8N2NiS4Te at a distorted geometry.

- DFT total energy: -106195.1077 eV
- Charge: -2
- E_HOMO: 0.6908 eV
- Relative energy (zero: lowest compared OMol25 entry of this formula, charge and spin): 0.000 eV
- Kohn-Sham gap: 0.1065 Eh

Last column: Mulliken charge in e.
Atoms and positions in Å:
Ni (-0.41141, 3.52477, -1.87704)  -0.1808
S (-4.06230, 4.96858, -3.78165)  -0.4931
C (-2.63250, 4.28620, -3.20401)  0.1621
S (-1.14859, 5.18163, -3.04589)  -0.1169
S (-2.44742, 2.66564, -2.62802)  -0.4830
S (1.75935, -1.01416, 2.23571)  -0.1869
C (1.13210, 0.18318, 1.07424)  0.3392
C (1.72544, 0.35120, -0.16351)  -0.3485
C (1.19932, 1.29146, -1.03851)  -0.4499
N (0.14036, 2.04167, -0.74462)  -0.0611
C (-0.44655, 1.85494, 0.43330)  -0.2306
C (0.01420, 0.94419, 1.37259)  -0.4622
C (0.85927, -2.45194, 1.68179)  0.2877
C (1.37453, -3.28869, 0.70674)  -0.1804
C (0.63570, -4.39697, 0.31399)  -0.3162
N (-0.55361, -4.71453, 0.81729)  -0.6135
C (-1.04845, -3.88874, 1.73475)  -0.3124
C (-0.39026, -2.75573, 2.19503)  -0.1958
H (2.60220, -0.22149, -0.43774)  0.3942
H (1.64826, 1.47579, -2.00419)  0.4061
H (-1.31561, 2.46946, 0.62356)  0.3923
H (-0.48330, 0.84493, 2.32861)  0.3914
H (2.34119, -3.08205, 0.26768)  0.3392
H (1.02167, -5.07239, -0.44211)  0.3394
H (-2.02434, -4.15293, 2.12773)  0.3406
H (-0.83774, -2.12034, 2.94728)  0.3335
Te (1.34849, 5.07633, -1.49299)  -1.0945

(2)
Density functional theory data (ωB97M-V with the def2-TZVPD basis set) for a molecular structure, C11H8NO5Sm at a distorted geometry.

- Expectation value of S²: 9.18
- Spin multiplicity: 6
- DFT total energy: -41149.2233 eV
- Charge: +2
- E_HOMO (alpha / beta): -15.5753 / -15.5849 eV
- Kohn-Sham gap (alpha / beta): 0.2344 / 0.2406 Eh

Last column: Löwdin spin population.
Atoms and positions in Å:
O (-0.06888, -0.75785, -5.32410)  0.0149
C (-0.13197, -0.75487, -4.16183)  0.0051
Sm (-0.51165, -0.47600, -1.71983)  5.2650
O (-3.40131, -0.05762, -4.11927)  0.0020
C (-2.56347, -0.21437, -3.34006)  -0.0040
C (-2.53410, -1.58469, -0.86745)  0.0000
O (-3.26443, -2.32336, -0.37058)  0.0074
C (0.28803, -3.30193, -1.66292)  -0.1058
O (0.46861, -2.34725, -0.78863)  -0.1578
C (-0.61079, -2.90948, -2.78508)  -0.0358
O (-1.40720, -3.49041, -3.47508)  0.0216
H (0.87199, -4.23696, -1.73424)  0.0002
C (1.49840, 2.67985, 3.74228)  -0.0001
C (1.08869, 1.85537, 2.56320)  -0.0006
C (1.15163, 2.40792, 1.27859)  0.0001
C (0.70458, 1.65610, 0.19899)  0.0004
N (0.13704, 0.43031, 0.39499)  -0.0116
C (0.15318, -0.14416, 1.62755)  -0.0005
C (0.61717, 0.55070, 2.73747)  -0.0007
H (2.53567, 3.00062, 3.62113)  0.0000
H (0.87819, 3.57835, 3.81060)  0.0000
H (1.40089, 2.10642, 4.66289)  0.0000
H (1.56854, 3.40505, 1.13167)  0.0000
H (0.74397, 2.01407, -0.83920)  0.0004
H (-0.21577, -1.16697, 1.69514)  0.0000
H (0.60297, 0.08114, 3.72376)  -0.0001

(3)
Density functional theory data (ωB97M-V with the def2-TZVPD basis set) for a molecular structure, C11H9AuClO7 at a distorted geometry.

- Expectation value of S²: 2.04
- Spin multiplicity: 3
- DFT total energy: -42089.5515 eV
- Charge: +1
- E_HOMO (alpha / beta): -10.7734 / -13.2585 eV
- Kohn-Sham gap (alpha / beta): 0.2698 / 0.2573 Eh

Last column: Löwdin spin population.
Atoms and positions in Å:
Au (9.40470, 7.25472, 6.18099)  0.0329
O (5.12629, 7.87879, 5.69608)  0.0013
C (6.17031, 7.09918, 5.92936)  0.0105
O (7.25123, 7.56946, 6.27466)  0.0158
C (5.84680, 5.65234, 5.75779)  0.0189
O (6.96961, 4.82514, 5.66799)  0.1860
C (7.55662, 5.05761, 4.43730)  0.6637
C (10.68749, 7.72677, 3.20997)  0.0004
O (11.71793, 7.20673, 3.18166)  0.0030
O (9.67644, 8.31440, 3.26207)  0.0034
H (5.45619, 8.79692, 5.86509)  0.0002
H (5.16111, 5.55294, 4.90517)  0.0030
H (5.25208, 5.31363, 6.59998)  -0.0004
H (6.94231, 5.27866, 3.52480)  0.0388
H (8.57040, 4.85343, 4.46780)  0.0443
Cl (16.64479, 5.00738, 5.87800)  0.1201
C (15.10049, 5.53925, 5.69711)  0.2002
C (15.03632, 6.92267, 5.55197)  -0.0283
C (13.74018, 7.58538, 5.73603)  0.1864
C (12.52552, 6.79823, 5.95607)  0.1189
O (11.43815, 7.50978, 6.05475)  0.2495
C (12.73338, 5.31593, 6.01414)  0.0884
C (11.60852, 4.50197, 6.30879)  0.0083
O (10.61855, 4.57353, 5.67832)  0.0146
C (13.93625, 4.71030, 5.89320)  0.0189
H (15.99514, 7.35057, 5.29409)  -0.0042
H (13.61063, 8.63446, 5.71723)  0.0072
H (11.62270, 3.81324, 7.14665)  0.0003
H (13.90583, 3.59761, 6.07712)  -0.0019

(4)
Density functional theory data (ωB97M-V with the def2-TZVPD basis set) for a molecular structure, C11H9CaNO4S at a distorted geometry.

- DFT total energy: -50490.8611 eV
- Charge: +2
- E_HOMO: -15.3783 eV
- Relative energy (zero: lowest compared OMol25 entry of this formula, charge and spin): 0.000 eV
- Kohn-Sham gap: 0.2643 Eh

Last column: Mulliken charge in e.
Atoms and positions in Å:
Ca (0.34274, -1.68329, -0.04420)  1.3307
C (1.52181, 0.45519, 0.37376)  0.1558
O (2.20237, 1.35628, 0.62490)  -0.1169
C (2.81708, -1.61763, 0.63412)  0.0912
O (3.90726, -1.40449, 0.95565)  -0.0630
C (1.56735, -0.54621, -2.07167)  0.1310
O (2.17902, -0.03731, -2.90228)  -0.0736
C (0.31160, -0.84895, 2.42360)  0.1198
O (0.39527, -0.51706, 3.51802)  -0.0603
C (-1.36612, -4.84660, -0.71011)  -0.6945
H (-2.13474, -4.69423, 0.04165)  0.3343
H (-1.63629, -4.57641, -1.72652)  0.3387
C (-0.19997, -5.41934, -0.41877)  -0.4872
H (0.53969, -5.64334, -1.18125)  0.3072
H (0.04075, -5.75936, 0.58379)  0.3043
S (-1.77956, 0.08911, -0.55717)  -0.3877
C (-1.20728, 1.68055, -0.22110)  0.0121
N (-0.82162, 2.52177, -1.25627)  0.0053
C (-0.38206, 3.81575, -1.04837)  -0.2188
C (-0.47369, 4.35708, 0.21465)  -0.5167
C (-0.95459, 3.57908, 1.28052)  -0.2288
C (-1.33183, 2.25400, 1.05408)  -0.3214
H (-0.70299, 2.13325, -2.19120)  0.3033
H (0.06672, 4.34787, -1.89823)  0.4123
H (-0.10113, 5.36397, 0.40072)  0.4091
H (-0.98142, 3.97644, 2.29653)  0.4362
H (-1.81838, 1.66385, 1.82514)  0.4779

(5)
Density functional theory data (ωB97M-V with the def2-TZVPD basis set) for a molecular structure, C11H9ClF5N2O7Pt.

- DFT total energy: -58216.7473 eV
- Charge: -1
- E_HOMO: -5.1381 eV
- Relative energy (zero: lowest compared OMol25 entry of this formula, charge and spin): 0.000 eV
- Kohn-Sham gap: 0.2821 Eh

Last column: Mulliken charge in e.
Atoms and positions in Å:
Pt (-0.50474, 0.70123, -0.38814)  0.8081
O (1.16515, -0.41292, 2.46039)  -0.5805
Cl (1.53035, -0.91717, 1.17897)  1.7173
O (2.03817, -2.24532, 1.25467)  -0.6640
O (0.26843, -1.03953, 0.33164)  -0.6794
O (2.44113, -0.03253, 0.51630)  -0.5879
C (1.51688, 4.22834, -2.42584)  -0.9884
N (0.55348, 3.66744, -1.48415)  0.3156
C (0.98894, 3.49276, -0.10039)  -1.1208
C (-0.56709, 3.10227, -1.91658)  0.7602
C (-0.98208, 3.31807, -3.34352)  -1.3515
O (-1.32782, 2.43137, -1.16838)  -0.7077
H (2.26441, 4.77899, -1.86188)  0.2876
H (1.03293, 4.91848, -3.11465)  0.3489
H (2.01412, 3.44008, -2.99539)  0.3277
H (1.63094, 4.33274, 0.15847)  0.3813
H (1.53648, 2.55589, 0.02789)  0.4106
H (0.12240, 3.47444, 0.55670)  0.4010
H (-1.10984, 4.37782, -3.56929)  0.3666
H (-1.91687, 2.79048, -3.50213)  0.3460
H (-0.22290, 2.91119, -4.01402)  0.3480
O (1.90112, 0.92980, -3.96068)  -0.6984
C (1.18085, 0.72387, -3.02126)  0.7509
N (0.45319, 0.50745, -2.12271)  -0.3805
F (-5.90507, -0.73016, 3.80070)  -0.3332
C (-4.79019, -0.28767, 3.18901)  0.6723
C (-4.31015, -0.90869, 2.05412)  -0.1288
F (-4.96771, -1.96697, 1.55531)  -0.3168
C (-3.16347, -0.45808, 1.42338)  0.4144
F (-2.77216, -1.11414, 0.32048)  -0.3198
C (-2.43089, 0.64689, 1.89196)  0.3896
O (-1.34132, 1.14095, 1.38132)  -0.8475
C (-2.96077, 1.25416, 3.04854)  0.1530
F (-2.33117, 2.32465, 3.56031)  -0.3418
C (-4.09947, 0.80503, 3.68132)  0.1595
F (-4.54963, 1.43247, 4.78056)  -0.3114

(6)
Density functional theory data (ωB97M-V with the def2-TZVPD basis set) for a single C11H9ClN2O molecule at a distorted geometry.

- DFT total energy: -29096.5142 eV
- Charge: 0
- E_HOMO (alpha / beta): -7.0879 / -7.2946 eV
- Relative energy (zero: lowest compared OMol25 entry of this formula, charge and spin): 6.570 eV
- Kohn-Sham gap (alpha / beta): 0.2500 / 0.2754 Eh

Last column: Mulliken charge in e.
Atoms and positions in Å:
C (1.24009, -0.54915, -1.86199)  -0.7576
C (1.16995, -0.85672, 0.55363)  -0.4862
C (2.32415, -1.34691, -1.88921)  -0.2756
C (2.28374, -1.67712, 0.49668)  -0.6677
C (0.09376, 1.91751, -0.59259)  -0.6542
C (-0.11647, 2.45863, 0.63705)  -0.3637
C (-0.64877, 0.63793, -0.65180)  -0.0760
C (0.64900, -0.30654, -0.64135)  0.3997
C (2.86202, -1.92749, -0.73526)  0.0544
C (-3.76298, 0.14879, 1.77982)  -0.1362
C (-2.85016, 0.44389, 0.69247)  0.1047
N (-1.05382, 1.80046, 1.33628)  -0.8214
N (-1.57726, 0.82635, 0.54542)  0.5781
O (-3.43028, -0.75155, 0.73467)  -0.3816
Cl (4.44096, -2.76385, -0.78430)  -0.2180
H (0.92894, -0.17945, -2.74464)  0.5672
H (0.62593, -0.52283, 1.49965)  0.3260
H (2.71315, -1.51695, -2.88793)  0.3570
H (2.59924, -2.03136, 1.37804)  0.5780
H (0.80598, 2.36026, -1.22065)  0.3966
H (0.18984, 3.27842, 1.24043)  0.5038
H (-1.37760, 0.37235, -1.35357)  0.5248
H (-3.34449, -0.21679, 2.82756)  0.1904
H (-4.76493, 0.40211, 1.64160)  0.2576

(7)
Density functional theory data (ωB97M-V with the def2-TZVPD basis set) for 2 unconnected molecules or ions with the total composition C11H9ClN3O4S at a distorted geometry.

- DFT total energy: -47567.8796 eV
- Charge: -1
- E_HOMO: -2.5516 eV
- Kohn-Sham gap: 0.1845 Eh

Last column: Mulliken charge in e.
Atoms and positions in Å:
N (2.28628, -5.57239, 1.52916)  -0.5526
C (2.29004, -4.59814, 0.88044)  0.0429
C (2.29999, -3.41175, 0.06465)  0.5485
C (2.27131, -2.14641, 0.65900)  -0.6298
C (2.26484, -1.00372, -0.14035)  -0.2008
C (2.28832, -1.13293, -1.52620)  -0.1313
S (2.23098, 0.36172, -2.56552)  1.1558
C (0.55204, 0.74861, -2.57153)  -0.5304
Cl (0.07482, 2.07329, -3.45202)  -0.2821
O (2.96249, 1.37520, -1.83874)  -0.6778
O (2.67526, -0.04840, -3.87840)  -0.6926
C (2.33874, -2.38995, -2.12858)  -0.3414
C (2.33670, -3.53109, -1.32706)  -0.5737
H (2.25742, -2.06030, 1.74657)  0.3954
H (2.23727, -0.01253, 0.31084)  0.4058
H (-0.17266, -0.01025, -2.29706)  0.3908
H (2.38026, -2.47430, -3.21250)  0.4243
H (2.37035, -4.52182, -1.78486)  0.3969
H (-1.16987, 3.34588, 1.74477)  0.3908
C (-1.82393, 2.65270, 1.20982)  -0.6079
C (-3.19164, 2.44776, 1.62663)  0.8122
O (-3.99948, 1.70743, 1.07058)  -0.6270
O (-3.49008, 3.17284, 2.73916)  -0.3420
C (-4.82139, 2.96540, 3.23994)  -0.5806
N (-1.36997, 1.89061, 0.24080)  0.3757
N (-0.63059, 1.38771, -0.48216)  -0.3276
H (-4.87295, 3.57940, 4.13512)  0.2249
H (-5.57497, 3.29344, 2.51155)  0.2645
H (-4.99954, 1.91200, 3.49595)  0.2691

(8)
Density functional theory data (ωB97M-V with the def2-TZVPD basis set) for a molecular structure, C11H9DyNO4S at a distorted geometry.

- Expectation value of S²: 9.33
- Spin multiplicity: 6
- DFT total energy: -56119.4071 eV
- Charge: +3
- E_HOMO (alpha / beta): -19.5386 / -19.5615 eV
- Relative energy (zero: lowest compared OMol25 entry of this formula, charge and spin): 0.008 eV
- Kohn-Sham gap (alpha / beta): 0.2252 / 0.2321 Eh

Last column: Löwdin spin population.
Atoms and positions in Å:
Dy (0.79828, -0.63078, -0.46695)  5.0476
O (0.67117, 2.95958, -1.06475)  0.0007
C (0.68699, 1.81655, -0.82355)  -0.0131
C (0.71309, -3.10135, -1.13529)  -0.0136
O (0.71042, -4.24476, -1.27500)  0.0008
C (3.22092, -0.58599, -1.21161)  -0.0141
O (4.34581, -0.58484, -1.47114)  0.0008
C (-1.64182, -0.58703, -0.79233)  -0.0132
O (-2.77135, -0.57406, -1.05113)  0.0006
C (0.72827, 0.07164, -4.38222)  -0.0037
H (-0.21419, 0.58612, -4.18146)  0.0002
H (1.66147, 0.59685, -4.16907)  0.0002
C (0.73045, -1.28348, -4.36576)  -0.0038
H (1.66382, -1.80350, -4.13830)  0.0002
H (-0.20942, -1.79867, -4.15266)  0.0002
S (1.28332, -1.23359, 2.03555)  0.0163
C (0.03375, 0.03643, 2.27992)  -0.0045
N (-1.29577, -0.38159, 2.34302)  0.0008
C (-2.24595, 0.30255, 3.04891)  -0.0008
C (-1.94498, 1.53634, 3.56242)  -0.0010
C (-0.67912, 2.10110, 3.33579)  0.0001
C (0.30866, 1.36533, 2.67001)  -0.0008
H (-1.53589, -1.30796, 1.99028)  0.0003
H (-3.20805, -0.18487, 3.13432)  0.0000
H (-2.68817, 2.09109, 4.12588)  0.0000
H (-0.45074, 3.11127, 3.68419)  0.0000
H (1.32901, 1.72760, 2.47092)  0.0000

- Number 4 is which compound?
  C11H9CaNO4S